Record 1
{"formula": "C19H29ClF2NO7P2S", "method": "ωB97M-V/def2-TZVPD", "symbols": ["C", "C", "C", "C", "N", "P", "C", "S", "O", "O", "O", "C", "Cl", "C", "P", "O", "O", "O", "O", "H", "H", "H", "H", "H", "H", "H", "H", "H", "H", "H", "H", "H", "H", "H", "H", "H", "H", "H", "F", "C", "C", "C", "C", "C", "C", "H", "H", "H", "H", "H", "F", "C", "C", "C", "C", "C", "C", "H", "H", "H", "H", "H"], "xyz": [[6.114, -0.231, 1.322], [4.883, 0.120, 0.411], [3.534, -0.191, 1.161], [2.306, 0.637, 0.579], [1.703, -0.171, -0.487], [0.062, 0.352, -0.966], [-1.584, 0.960, -1.839], [-1.947, 2.736, -1.484], [-0.866, 3.616, -2.047], [-2.102, 3.010, -0.032], [-0.235, -1.339, -1.408], [-0.856, -2.075, -0.390], [0.212, -3.410, 0.240], [-1.456, -1.010, 0.627], [-1.803, -1.500, 2.402], [-0.909, -0.828, 3.428], [-3.374, -0.991, 2.766], [-1.711, -3.139, 2.677], [-0.691, 0.150, 0.571], [6.226, 0.544, 2.116], [6.050, -1.233, 1.794], [7.031, -0.189, 0.685], [4.927, -0.463, -0.538], [4.872, 1.220, 0.219], [3.628, 0.093, 2.236], [3.314, -1.288, 1.153], [1.638, 0.829, 1.454], [2.679, 1.629, 0.230], [1.770, -1.164, -0.301], [0.450, 1.732, -0.795], [0.620, 0.532, -2.298], [-2.470, 0.321, -1.590], [-1.474, 0.915, -2.949], [-3.132, 3.125, -2.100], [-1.725, -2.636, -0.813], [-2.491, -0.853, 0.203], [-3.936, -1.075, 1.985], [-1.292, -3.200, 3.547], [1.157, -5.922, 1.041], [0.302, -6.710, 1.712], [-0.993, -6.276, 1.936], [-1.873, -7.098, 2.628], [-1.448, -8.338, 3.096], [-0.143, -8.758, 2.868], [0.738, -7.943, 2.167], [-1.303, -5.306, 1.573], [-2.891, -6.773, 2.803], [-2.135, -8.975, 3.639], [0.190, -9.721, 3.235], [1.755, -8.257, 1.973], [-0.125, 9.504, -4.755], [-0.951, 8.691, -4.063], [-2.255, 9.090, -3.832], [-3.106, 8.251, -3.123], [-2.640, 7.030, -2.647], [-1.325, 6.643, -2.882], [-0.476, 7.476, -3.599], [-2.597, 10.048, -4.204], [-4.131, 8.549, -2.942], [-3.304, 6.379, -2.090], [-0.963, 5.692, -2.506], [0.548, 7.189, -3.800]], "lowdin_charge": [-0.145, -0.262, -0.210, -0.293, -0.187, 0.507, -0.358, 0.671, -0.444, -0.414, -0.308, -0.693, 0.672, -0.406, 0.636, -0.317, -0.162, -0.207, -0.264, 0.066, 0.065, 0.058, 0.104, 0.099, 0.100, 0.104, 0.101, 0.099, 0.022, 0.028, 0.018, 0.052, 0.061, 0.055, 0.103, 0.107, 0.051, 0.073, 0.006, -0.285, -0.026, -0.080, -0.109, -0.096, -0.022, 0.064, 0.104, 0.095, 0.099, 0.114, 0.044, -0.294, -0.037, -0.095, -0.088, -0.061, -0.009, 0.109, 0.098, 0.100, 0.073, 0.117], "total_charge": -1, "lumo_energy_ev": 2.27, "gap_ev": 7.0}

---

Record 2
{"formula": "C2H5FO2", "method": "ωB97M-V/def2-TZVPD", "symbols": ["C", "C", "O", "O", "F", "H", "H", "H", "H", "H"], "xyz": [[2.028, -0.126, -0.036], [-1.022, -0.306, -0.104], [-1.090, 0.564, 0.943], [-1.227, 0.272, -1.265], [-1.982, -1.319, 0.067], [2.194, -0.939, -0.703], [2.275, 0.890, -0.271], [2.037, -0.417, 0.959], [-1.768, 0.166, 1.604], [-1.445, 1.213, -1.193]], "lowdin_charge": [0.094, -0.464, 0.034, 0.095, 0.013, -0.016, -0.007, -0.039, 0.163, 0.127], "total_charge": 0, "lumo_energy_ev": [-0.08, 0.33], "e_above_lowest_kcal_mol": 101.6, "gap_ev": [8.8, 9.0]}

---

Record 3
{"formula": "C2H5NS", "method": "ωB97M-V/def2-TZVPD", "symbols": ["C", "C", "N", "S", "H", "H", "H", "H", "H"], "xyz": [[-0.456, 0.287, 1.059], [0.752, -0.386, -1.355], [-0.646, 0.613, 2.233], [1.134, 0.197, 0.372], [-1.519, 0.002, -0.016], [1.695, -0.102, -2.023], [-0.081, 0.097, -1.585], [0.684, -1.527, -1.213], [-1.563, 0.820, 2.527]], "lowdin_charge": [-0.692, -0.385, 0.000, 0.796, 0.177, 0.085, -0.074, 0.059, 0.034], "total_charge": 0, "lumo_energy_ev": 0.91, "e_above_lowest_kcal_mol": 59.1, "gap_ev": 10.0}

---

Record 4
{"formula": "C5H12SSi", "method": "ωB97M-V/def2-TZVPD", "symbols": ["C", "C", "C", "S", "Si", "C", "C", "H", "H", "H", "H", "H", "H", "H", "H", "H", "H", "H", "H"], "xyz": [[2.554, 0.578, -0.075], [1.074, 0.532, -0.511], [0.399, 1.612, 0.412], [-1.323, 1.648, -0.015], [-1.644, -0.444, 0.473], [-2.939, -1.441, -0.390], [0.431, -0.800, -0.225], [3.304, 0.246, -0.723], [2.649, -0.111, 0.790], [2.787, 1.496, 0.378], [0.992, 1.013, -1.541], [0.611, 1.282, 1.444], [0.776, 2.656, 0.140], [-1.584, -0.828, 2.003], [-3.889, -1.597, 0.163], [-3.206, -0.789, -1.250], [-2.614, -2.405, -0.684], [0.615, -1.448, -1.015], [1.007, -1.199, 0.626]], "lowdin_charge": [-0.087, -0.522, -0.611, 0.595, 0.468, -0.272, -0.224, 0.055, 0.082, 0.050, 0.142, 0.085, 0.097, -0.022, 0.036, 0.033, 0.009, 0.031, 0.054], "total_charge": 0, "lumo_energy_ev": 0.85, "smiles": "C[C@@H]1CS[Si@@H](C)C1", "e_above_lowest_kcal_mol": 15.8, "gap_ev": 9.6}